1.
{"formula": "C27H45BrN2O2OsP2", "method": "ωB97M-V/def2-TZVPD", "species": ["N", "C", "C", "C", "C", "C", "C", "Os", "P", "C", "C", "C", "C", "C", "C", "C", "Br", "H", "H", "H", "H", "H", "H", "H", "H", "H", "H", "P", "C", "C", "H", "H", "H", "H", "H", "C", "C", "H", "H", "H", "H", "H", "C", "C", "H", "H", "H", "H", "H", "C", "C", "H", "H", "H", "H", "H", "C", "C", "H", "H", "H", "H", "H", "C", "C", "H", "H", "H", "H", "H", "N", "C", "C", "O", "O", "H", "H", "H", "H", "H"], "positions_angstrom": [[1.6243, -3.8482, -5.3841], [2.6290, -3.7297, -4.5104], [2.5726, -2.8855, -3.3893], [1.3488, -2.2147, -3.1063], [0.3261, -2.2924, -4.1038], [0.5104, -3.1508, -5.1967], [1.1419, -1.6179, -1.8077], [-0.0876, -0.0318, 0.0007], [-1.6250, 1.2857, 2.7402], [-0.1471, -1.5163, -1.2145], [-0.2894, -2.0339, 0.2141], [-1.5699, -1.8271, 0.7705], [-1.9824, -2.5534, 1.9270], [-1.2681, -3.6580, 2.4286], [0.0231, -3.8725, 1.8541], [0.4947, -3.1539, 0.7532], [-1.9271, -4.7008, 3.7591], [2.0433, -1.4494, -1.2141], [-1.0009, -1.7439, -1.8595], [3.4657, -2.7799, -2.7725], [-0.5883, -1.6958, -4.0597], [3.5259, -4.3044, -4.7296], [-0.2748, -3.2467, -5.9577], [-2.3431, -1.4116, 0.1136], [1.4270, -3.4090, 0.2220], [-2.9090, -2.2537, 2.4228], [0.6394, -4.6543, 2.3077], [-0.2446, 1.6536, -1.4702], [-2.0313, 0.1107, 4.0980], [-3.4175, 0.1202, 4.7333], [-1.2692, 0.3295, 4.8651], [-1.8354, -0.8918, 3.6796], [-3.5252, -0.7980, 5.3208], [-3.5312, 0.9533, 5.4345], [-4.2448, 0.1484, 4.0227], [-2.8658, 0.8275, 1.5223], [-4.2242, 1.5350, 1.7023], [-3.0203, -0.2638, 1.5698], [-2.3770, 1.0981, 0.5579], [-4.8003, 1.4607, 0.7693], [-4.8262, 1.0628, 2.4872], [-4.0863, 2.5973, 1.9556], [0.1874, 1.1148, 2.8096], [0.6674, 2.2644, 3.7342], [0.6392, 1.1364, 1.7681], [0.3844, 0.1219, 3.2715], [1.6286, 2.6619, 3.4110], [-0.0687, 3.0831, 3.7606], [0.7786, 1.8887, 4.7651], [0.2110, 3.2894, -0.6451], [1.4945, 3.9159, -1.1698], [0.2886, 3.0477, 0.4200], [-0.6183, 4.0084, -0.7465], [2.2961, 3.1728, -1.1772], [1.3494, 4.3159, -2.1768], [1.7838, 4.7503, -0.5210], [-2.0645, 1.9956, -1.7352], [-2.6737, 2.0165, -3.1316], [-2.2576, 2.9651, -1.2507], [-2.5858, 1.2181, -1.1620], [-2.2959, 2.8333, -3.7512], [-2.5256, 1.0569, -3.6420], [-3.7547, 2.1726, -3.0189], [0.4847, 1.7605, -3.1616], [1.8035, 1.0514, -3.4984], [0.5997, 2.8357, -3.3596], [-0.2773, 1.3992, -3.8610], [2.3258, 1.6109, -4.2816], [2.4669, 0.9319, -2.6337], [1.6447, 0.0507, -3.9115], [4.1504, -0.9768, 2.2506], [4.3537, -0.0602, 1.0838], [3.0194, 0.1034, 0.3858], [2.9860, 0.7438, -0.6705], [2.0315, -0.4491, 1.0035], [3.2307, -0.7875, 2.7143], [4.9252, -0.8820, 2.9166], [4.1473, -1.9561, 1.9330], [4.7067, 0.9104, 1.4255], [5.0764, -0.5093, 0.3967]], "forces_ev_per_a": [[-0.1526, 2.3818, 3.5379], [1.2373, -0.7109, -0.7511], [-0.9506, -0.0662, -0.8366], [-0.1704, -0.2558, -0.6382], [0.9886, -0.7268, 0.1470], [-1.3666, -0.0406, -1.4593], [1.0580, -0.9415, -0.9779], [1.7151, 3.9844, 3.9373], [-1.1492, -1.7179, 2.4059], [-0.2906, -2.3579, -0.8867], [-0.7473, -4.9773, -0.4715], [0.0565, -1.9881, 0.4860], [-0.2849, 0.4345, -0.1314], [0.8380, 2.1486, -1.4303], [0.6693, -0.0931, -0.6588], [-0.4954, 0.8947, 0.5268], [-0.1631, -0.3474, 0.4478], [-0.4550, -0.2307, -0.1248], [0.0587, 0.1397, 0.1322], [-0.3068, -0.2427, -0.1561], [0.2691, -0.4166, -0.0935], [0.0360, 0.0074, 0.0685], [0.2397, 0.0326, 0.2044], [0.1599, 0.3676, 0.3459], [-0.4685, 0.0085, 0.6635], [-0.0192, -0.4625, -0.3677], [-0.2042, 0.0721, -0.4513], [-0.0893, 3.1767, -2.3904], [0.1533, 0.9149, 0.7670], [-0.1991, -0.0019, 0.3990], [-0.2493, -0.3683, -0.0926], [0.2999, 0.4293, -0.1309], [-0.0113, 0.1621, -0.0716], [-0.0167, -0.0872, -0.2270], [0.2125, -0.0991, 0.1247], [0.1429, 0.1330, -1.3036], [-0.0942, 0.5612, -0.0086], [0.2369, 0.6766, 0.1678], [-0.7151, -0.2373, 0.3205], [0.2423, 0.0724, 0.2298], [0.2695, 0.2129, -0.2876], [-0.2240, -0.3288, -0.1661], [0.2133, -0.2417, -1.3038], [-0.0831, 0.0532, 0.3350], [-0.0540, 0.3730, 1.2381], [-0.1299, 0.5121, -0.5490], [-0.0786, 0.0201, -0.0139], [0.4554, -0.0842, 0.0106], [-0.0691, 0.1723, -0.4286], [0.0929, -0.2044, 0.2378], [0.2281, -0.1083, 0.1412], [0.1114, 0.2493, 0.1078], [0.1061, -0.5220, -0.0722], [0.0949, 0.2422, -0.0820], [0.1210, -0.0353, 0.1994], [-0.0281, -0.1650, -0.1531], [-0.2529, -0.3656, 0.3422], [-0.0516, -0.1853, -0.2154], [0.0265, -0.4540, 0.0603], [-0.2166, 0.2168, -0.2170], [0.0596, -0.1743, 0.0645], [-0.0874, 0.2638, -0.0515], [0.2655, -0.0696, -0.0872], [0.0799, -0.3435, -0.3370], [0.4412, -0.1963, 0.1352], [-0.2377, -0.2837, 0.1587], [-0.0613, 0.1832, 0.2091], [-0.0635, -0.0229, 0.2233], [-0.1904, 0.2760, -0.4546], [-0.1532, 0.3286, 0.0304], [0.1966, -0.2166, 0.5402], [-0.2311, -0.2730, -0.1860], [0.2488, 1.2382, -1.4145], [-0.1896, -0.9240, 1.6677], [-1.4050, 0.4195, -1.0810], [0.8954, -0.1832, -0.4598], [-0.1410, -0.0556, 0.1146], [-0.0944, 0.2895, 0.2413], [0.1100, -0.0474, 0.0371], [0.0120, 0.2059, 0.2137]], "spin_multiplicity": 5, "gap_ev": [5.84, 5.13], "total_charge": 4}



2.
{"formula": "C27H45F4IN2O10P", "method": "ωB97M-V/def2-TZVPD", "species": ["C", "C", "O", "C", "C", "O", "C", "C", "O", "C", "N", "O", "C", "C", "C", "I", "C", "O", "C", "C", "C", "C", "N", "C", "C", "C", "C", "C", "C", "C", "C", "P", "O", "O", "O", "C", "F", "F", "C", "F", "F", "H", "H", "H", "H", "H", "H", "H", "H", "H", "H", "H", "H", "H", "H", "H", "H", "H", "H", "H", "H", "H", "H", "H", "H", "H", "H", "H", "H", "H", "H", "H", "H", "H", "H", "H", "H", "H", "H", "H", "H", "H", "H", "C", "C", "O", "O", "H", "H", "H"], "positions_angstrom": [[4.9508, -2.4069, 0.0283], [3.9975, -3.0828, -0.9690], [3.8207, -4.4540, -0.6276], [2.4780, -4.8157, -0.3912], [2.0688, -4.6606, 1.0590], [1.6730, -3.3380, 1.3466], [0.2846, -3.1334, 1.5290], [-0.0240, -1.7258, 1.0723], [0.0997, -0.8481, 2.1675], [-0.1037, 0.4905, 1.7886], [1.0312, 0.9134, 1.0002], [2.2539, 0.7060, 1.6264], [2.3126, 1.3371, 2.9297], [2.1414, 0.3615, 4.0725], [0.9879, 1.9983, 0.1307], [-0.2517, 3.7215, 0.9711], [0.3247, 1.7250, -1.2389], [-0.6477, 0.7116, -1.1183], [-1.1999, 0.2451, -2.3144], [-1.5634, 1.3445, -3.3432], [-0.4999, 1.7240, -4.3957], [-0.8102, 1.2221, -5.8281], [0.3279, 0.6321, -6.5376], [-2.5185, -0.4570, -1.8544], [-3.4933, 0.4632, -1.1680], [-4.3719, 1.3200, -1.8401], [-5.2344, 2.1716, -1.1503], [-5.2522, 2.1609, 0.2444], [-4.4095, 1.2877, 0.9432], [-4.4529, 1.2633, 2.4489], [-3.5371, 0.4574, 0.2306], [-0.1479, -1.0780, -3.0796], [1.2475, -0.7081, -3.2972], [-0.2210, -2.3492, -2.0909], [-0.8848, -1.5550, -4.4243], [2.3775, 2.5976, -0.1301], [2.9029, 3.2008, 0.9336], [2.2079, 3.5898, -1.0675], [3.4282, 1.6389, -0.7651], [4.5213, 1.5711, 0.0156], [2.9582, 0.3972, -0.9393], [4.6887, -1.3658, 0.1802], [4.8641, -2.9479, 0.9652], [5.9801, -2.5126, -0.3042], [3.0583, -2.5359, -0.9431], [4.4267, -3.0140, -1.9669], [1.8237, -4.2229, -1.0347], [2.3429, -5.8591, -0.6809], [2.9229, -4.8963, 1.6934], [1.2857, -5.3883, 1.2841], [-0.2688, -3.8191, 0.8795], [-0.0052, -3.2561, 2.5724], [-1.0459, -1.6498, 0.6831], [0.6991, -1.4932, 0.2937], [-0.2603, 1.0446, 2.7185], [-1.0136, 0.5471, 1.1963], [3.2939, 1.8048, 2.9922], [1.5986, 2.1524, 3.0115], [2.8149, 0.6579, 4.8740], [1.1256, 0.4279, 4.4644], [2.4387, -0.6424, 3.7785], [-0.1069, 2.6660, -1.5640], [1.0659, 1.4465, -1.9892], [-2.4303, 0.9783, -3.8875], [-1.9163, 2.2041, -2.7832], [0.5094, 1.4557, -4.1050], [-0.5159, 2.8117, -4.4622], [-1.1155, 2.0793, -6.4234], [-1.6497, 0.5320, -5.8308], [1.0493, 1.3440, -6.5717], [0.7308, -0.1032, -5.9653], [-2.9864, -1.0010, -2.6779], [-2.2224, -1.1980, -1.1144], [-4.3781, 1.3272, -2.9201], [-5.8753, 2.8294, -1.7166], [-5.9182, 2.8286, 0.7696], [-3.6961, 1.9030, 2.8943], [-4.3907, 0.2540, 2.8410], [-5.4177, 1.6493, 2.7720], [-2.9015, -0.2003, 0.8074], [-1.1002, -2.7444, -2.1458], [-1.8439, -1.5637, -4.3124], [3.7407, 2.0319, -1.7307], [-1.6482, 1.7726, 7.1679], [-0.5060, 1.2231, 6.2808], [0.4007, 0.5978, 6.8630], [-0.6263, 1.4743, 5.0512], [-1.4868, 1.5228, 8.2170], [-1.7046, 2.8586, 7.0664], [-2.6021, 1.3494, 6.8452]], "forces_ev_per_a": [[-0.1797, -0.6335, -0.2612], [0.5509, 0.6033, 0.5886], [-0.1565, -0.0246, -0.2758], [0.0150, -0.1464, -0.1343], [0.0303, 0.0826, 0.0304], [0.1038, -0.0694, 0.3028], [0.1456, 0.3097, -0.6040], [0.0786, -0.0935, 0.5056], [-0.1519, 0.1317, -0.0255], [-0.2894, -1.0068, 0.4609], [0.1411, -0.1001, -0.6670], [-0.2661, 0.5539, 0.1902], [0.6967, 0.0835, 0.6707], [0.0543, 0.1913, 0.0701], [-0.2463, -0.1931, 0.1605], [-0.1047, 0.2201, 0.2038], [0.1509, 0.2402, -0.0784], [0.3746, 0.0855, 0.1290], [-1.4093, -0.4053, -0.6071], [0.5487, -0.4843, -0.1663], [-0.6559, 0.6953, -0.0643], [0.5741, 0.1285, 0.0004], [-0.0686, 0.0574, 0.2016], [0.3226, 0.1376, 0.3148], [-0.4581, 0.2627, 0.5423], [0.1069, -0.0788, 0.0937], [0.4798, -0.4481, 0.2460], [0.4195, -0.3603, -0.6082], [-0.0711, 0.1809, -0.0910], [-0.5063, 0.1441, -0.2237], [-0.5033, 0.4316, -0.1142], [1.0123, 0.0422, 0.8280], [0.1201, 0.1191, -0.3084], [-0.4184, 0.2338, -0.4099], [-0.2980, 0.1142, 0.2179], [-0.1952, 0.0594, -0.2805], [0.1308, 0.1302, 0.2691], [-0.0188, 0.0688, -0.2595], [0.2713, 0.0141, 0.1047], [0.2396, -0.0212, 0.1972], [-0.1400, -0.3387, -0.1283], [0.0955, 0.1488, 0.0046], [-0.0670, 0.1533, 0.2767], [0.1682, 0.1658, 0.0117], [-0.2454, -0.1587, -0.1350], [-0.1506, -0.0961, -0.2488], [-0.2144, 0.0456, 0.0389], [0.2484, -0.1564, -0.0344], [0.1141, -0.0962, 0.0253], [-0.2421, 0.0555, 0.1114], [-0.1147, -0.1927, 0.1067], [-0.0610, -0.1571, 0.1103], [-0.0666, -0.0878, -0.1630], [-0.0727, 0.2286, -0.2517], [0.2866, 0.1832, 0.0824], [0.1356, 0.4180, -0.3102], [0.1761, -0.0621, -0.3223], [-0.2189, 0.0171, -0.1868], [-0.0598, 0.0817, 0.2126], [0.1478, -0.4277, 0.0414], [-0.1722, -0.1223, -0.1385], [-0.2297, 0.0075, -0.1731], [0.2476, -0.2776, 0.1937], [-0.1832, -0.0212, -0.0850], [0.0161, 0.1222, 0.1416], [0.0612, -0.2370, 0.0367], [0.1996, 0.1481, 0.1386], [-0.2179, 0.0527, -0.1030], [-0.0033, -0.2175, 0.0011], [0.0910, -0.0196, -0.1845], [-0.0618, -0.1326, 0.0014], [-0.1293, 0.1184, -0.1991], [-0.0064, -0.1099, 0.0561], [-0.0607, 0.0203, -0.1253], [-0.1325, 0.0948, 0.0257], [-0.0564, 0.0038, 0.1756], [0.2947, -0.1399, 0.0664], [0.3437, -0.1148, 0.0758], [-0.0885, 0.0955, 0.0894], [0.0810, -0.1343, -0.0884], [0.0811, -0.2796, 0.2586], [-0.0585, -0.0384, -0.2640], [-0.0925, 0.0986, -0.1632], [0.0292, -0.0239, 0.1273], [-0.2315, 0.0952, 0.1844], [0.0298, 0.0059, -0.1361], [-0.0143, -0.0022, -0.1475], [0.0301, -0.0179, -0.0164], [-0.0461, -0.0114, -0.0752], [-0.0091, 0.0567, -0.0635]], "gap_ev": 5.93, "total_charge": -1}



Across the entries above, ΔE to the lowest compared entry with this formula, charge and spin takes the values 7.008; 0.000 eV, respectively.